{
  "formula": "C29H44O6",
  "method": "the ωB97M-V functional and the def2-TZVPD basis",
  "homo_lumo_gap_ev": 9.78,
  "charge": 0,
  "e_above_lowest_kcal_mol": 0.0,
  "species": ["C", "C", "C", "C", "C", "C", "C", "C", "O", "O", "C", "C", "O", "C", "O", "C", "C", "C", "C", "C", "C", "C", "C", "C", "O", "C", "C", "C", "C", "C", "C", "O", "C", "C", "C", "H", "H", "H", "H", "H", "H", "H", "H", "H", "H", "H", "H", "H", "H", "H", "H", "H", "H", "H", "H", "H", "H", "H", "H", "H", "H", "H", "H", "H", "H", "H", "H", "H", "H", "H", "H", "H", "H", "H", "H", "H", "H", "H", "H"],
  "coordinates": [[-1.29, -9.98, 1.58], [-1.86, -9.12, 2.70], [-0.98, -7.90, 2.98], [-1.56, -7.03, 4.10], [-0.65, -5.87, 4.50], [-0.52, -4.81, 3.42], [0.33, -3.63, 3.89], [0.37, -2.52, 2.88], [-0.49, -2.28, 2.06], [1.48, -1.79, 2.99], [1.55, -0.67, 2.11], [0.25, 0.14, 2.17], [-0.22, 0.46, 3.23], [-0.36, 0.51, 0.83], [-0.14, -0.52, -0.11], [-1.87, 0.84, 0.95], [-2.14, 2.06, 0.06], [-0.85, 2.18, -0.76], [-0.58, 3.47, -1.53], [-1.70, 3.70, -2.55], [-1.41, 4.92, -3.43], [-0.07, 4.80, -4.09], [0.05, 4.99, -5.41], [1.32, 5.05, -6.13], [1.39, 5.12, -7.34], [2.54, 5.08, -5.23], [2.35, 4.17, -4.03], [1.11, 4.53, -3.19], [1.38, 5.82, -2.40], [0.76, 3.31, -2.28], [1.93, 2.86, -1.36], [2.49, 3.89, -0.59], [1.56, 1.65, -0.49], [0.24, 1.83, 0.26], [0.36, 2.85, 1.40], [-1.20, -9.41, 0.66], [-0.30, -10.34, 1.85], [-1.93, -10.84, 1.39], [-1.95, -9.72, 3.61], [-2.86, -8.78, 2.42], [0.02, -8.24, 3.27], [-0.89, -7.31, 2.07], [-1.73, -7.66, 4.98], [-2.53, -6.64, 3.79], [-1.06, -5.41, 5.41], [0.34, -6.26, 4.75], [-1.51, -4.44, 3.14], [-0.07, -5.24, 2.52], [-0.09, -3.21, 4.80], [1.35, -3.94, 4.11], [1.75, -1.01, 1.09], [2.37, -0.06, 2.48], [-0.48, -1.34, 0.28], [-2.13, 1.03, 1.99], [-2.44, -0.03, 0.62], [-3.01, 1.91, -0.57], [-2.30, 2.96, 0.66], [-0.85, 1.36, -1.49], [-0.54, 4.32, -0.85], [-2.64, 3.86, -2.02], [-1.80, 2.82, -3.18], [-2.19, 5.03, -4.18], [-1.41, 5.82, -2.81], [-0.83, 5.15, -6.02], [3.42, 4.79, -5.81], [2.68, 6.11, -4.91], [3.24, 4.22, -3.40], [2.24, 3.14, -4.39], [1.41, 6.66, -3.09], [2.33, 5.75, -1.88], [0.60, 6.02, -1.67], [0.61, 2.46, -2.97], [2.76, 2.55, -2.01], [1.83, 4.21, 0.03], [1.46, 0.77, -1.14], [2.38, 1.47, 0.20], [1.34, 2.80, 1.86], [0.20, 3.87, 1.05], [-0.38, 2.66, 2.17]]
}

{
  "formula": "C30H77N3O10",
  "method": "the ωB97M-V functional and the def2-TZVPD basis",
  "homo_lumo_gap_ev": 9.42,
  "charge": 0,
  "e_above_lowest_kcal_mol": 0.0,
  "species": ["C", "O", "C", "C", "N", "C", "C", "O", "C", "H", "H", "H", "H", "H", "H", "H", "H", "H", "H", "H", "H", "H", "H", "H", "C", "O", "C", "C", "N", "C", "C", "O", "C", "H", "H", "H", "H", "H", "H", "H", "H", "H", "H", "H", "H", "H", "H", "H", "C", "O", "C", "C", "N", "C", "C", "O", "C", "H", "H", "H", "H", "H", "H", "H", "H", "H", "H", "H", "H", "H", "H", "H", "C", "C", "C", "O", "H", "H", "H", "H", "H", "H", "H", "H", "C", "C", "C", "O", "H", "H", "H", "H", "H", "H", "H", "H", "C", "C", "C", "O", "H", "H", "H", "H", "H", "H", "H", "H", "C", "C", "C", "O", "H", "H", "H", "H", "H", "H", "H", "H"],
  "coordinates": [[0.75, 2.47, 9.56], [0.47, 1.52, 8.56], [0.84, 1.97, 7.28], [0.60, 0.86, 6.28], [-0.81, 0.49, 6.28], [-1.15, -0.56, 5.32], [-1.09, -0.03, 3.88], [-1.41, -1.02, 2.92], [-0.34, -1.90, 2.65], [0.29, 3.44, 9.31], [1.82, 2.65, 9.67], [0.36, 2.10, 10.50], [1.90, 2.26, 7.26], [0.26, 2.86, 6.97], [1.26, 0.01, 6.53], [0.93, 1.19, 5.30], [-1.01, 0.15, 7.21], [-2.18, -0.88, 5.52], [-0.50, -1.43, 5.43], [-0.08, 0.34, 3.70], [-1.83, 0.76, 3.76], [0.03, -2.40, 3.55], [0.50, -1.36, 2.19], [-0.68, -2.64, 1.92], [2.54, -4.88, 1.84], [2.35, -3.54, 1.46], [2.44, -3.29, 0.06], [3.86, -3.44, -0.46], [4.82, -2.54, 0.15], [4.49, -1.12, 0.02], [5.69, -0.26, 0.28], [6.02, -0.35, 1.66], [7.12, 0.47, 1.99], [2.45, -4.95, 2.92], [3.53, -5.25, 1.55], [1.76, -5.53, 1.42], [2.04, -2.27, -0.04], [1.72, -3.93, -0.46], [3.87, -3.34, -1.55], [4.19, -4.47, -0.29], [4.83, -2.75, 1.14], [3.72, -0.83, 0.75], [4.07, -0.88, -0.96], [5.47, 0.79, 0.04], [6.57, -0.56, -0.30], [6.86, 1.53, 1.92], [7.98, 0.24, 1.34], [7.41, 0.22, 3.01], [-2.83, -4.84, -3.41], [-2.09, -4.00, -4.26], [-2.85, -2.89, -4.71], [-1.95, -2.05, -5.61], [-0.73, -1.73, -4.88], [0.17, -0.86, -5.64], [1.47, -0.70, -4.91], [2.10, -1.97, -4.87], [3.28, -1.95, -4.11], [-2.18, -5.67, -3.14], [-3.72, -5.25, -3.90], [-3.16, -4.31, -2.51], [-3.17, -2.28, -3.85], [-3.73, -3.26, -5.25], [-2.46, -1.13, -5.89], [-1.72, -2.66, -6.50], [-0.22, -2.58, -4.70], [-0.29, 0.11, -5.83], [0.38, -1.27, -6.64], [1.33, -0.32, -3.89], [2.10, 0.05, -5.41], [3.07, -1.73, -3.05], [4.00, -1.23, -4.50], [3.72, -2.95, -4.13], [-6.00, 1.75, -0.71], [-6.45, 2.15, 0.68], [-5.48, 3.09, 1.37], [-7.71, 2.80, 0.52], [-6.18, 2.54, -1.45], [-6.61, 0.92, -1.09], [-4.93, 1.52, -0.73], [-6.58, 1.22, 1.25], [-5.28, 3.96, 0.74], [-4.51, 2.64, 1.59], [-5.91, 3.43, 2.32], [-7.95, 3.24, 1.33], [-2.15, 2.90, -5.14], [-1.82, 3.59, -3.83], [-3.04, 3.67, -2.93], [-0.75, 2.95, -3.15], [-2.83, 3.52, -5.73], [-2.58, 1.91, -4.98], [-1.22, 2.74, -5.70], [-1.45, 4.61, -4.02], [-3.84, 4.28, -3.36], [-2.82, 4.03, -1.92], [-3.49, 2.67, -2.81], [-0.84, 1.99, -3.24], [-0.78, -1.38, -1.25], [-1.75, -0.29, -1.72], [-1.76, 0.88, -0.77], [-1.35, 0.19, -3.01], [-0.82, -2.21, -1.96], [-1.08, -1.79, -0.28], [0.24, -0.99, -1.21], [-2.73, -0.78, -1.81], [-2.50, 1.65, -0.99], [-0.80, 1.40, -0.82], [-1.93, 0.52, 0.25], [-1.22, -0.59, -3.59], [1.28, 1.45, 1.46], [2.03, 2.39, 0.55], [1.55, 3.82, 0.67], [3.41, 2.32, 0.94], [1.79, 0.50, 1.59], [0.26, 1.26, 1.13], [1.20, 1.84, 2.48], [1.92, 2.06, -0.49], [2.15, 4.49, 0.06], [1.61, 4.12, 1.72], [0.50, 3.94, 0.38], [3.95, 2.61, 0.20]]
}

{
  "formula": "C51H39Cl4N9O3P2Sr",
  "method": "the ωB97M-V functional and the def2-TZVPD basis",
  "homo_lumo_gap_ev": 6.25,
  "charge": 0,
  "e_above_lowest_kcal_mol": 3.7,
  "species": ["Sr", "C", "N", "C", "N", "C", "N", "C", "C", "C", "C", "C", "C", "C", "N", "N", "C", "O", "C", "C", "C", "C", "C", "C", "N", "C", "N", "C", "N", "C", "H", "H", "H", "H", "H", "H", "H", "H", "H", "H", "H", "H", "H", "H", "H", "H", "C", "N", "P", "C", "C", "C", "C", "C", "C", "C", "C", "C", "C", "C", "C", "P", "C", "C", "C", "C", "C", "C", "C", "C", "C", "C", "C", "C", "H", "H", "H", "H", "H", "H", "H", "H", "H", "H", "H", "H", "H", "H", "H", "H", "H", "H", "H", "H", "H", "H", "H", "Cl", "C", "C", "Cl", "C", "Cl", "C", "O", "C", "O", "C", "Cl"],
  "coordinates": [[0.85, -0.33, -0.49], [-1.45, 4.29, -3.18], [-0.83, 3.52, -2.11], [-1.12, 2.31, -1.66], [-0.39, 2.03, -0.59], [0.33, 3.16, -0.42], [0.11, 4.09, -1.32], [-2.66, 5.04, -2.70], [-3.71, 5.32, -3.57], [-4.79, 6.09, -3.15], [-4.84, 6.57, -1.85], [-3.80, 6.27, -0.98], [-2.72, 5.51, -1.40], [-3.84, 6.77, 0.40], [-4.48, 7.77, 0.88], [-4.15, 7.81, 2.25], [-3.34, 6.85, 2.44], [-3.08, 6.12, 1.32], [-2.68, 6.42, 3.68], [-2.40, 7.35, 4.68], [-1.77, 6.94, 5.84], [-1.42, 5.61, 6.00], [-1.72, 4.67, 5.02], [-1.40, 3.22, 5.27], [-1.07, 2.48, 4.07], [0.11, 2.09, 3.59], [-0.04, 1.46, 2.44], [-1.38, 1.51, 2.25], [-2.05, 2.09, 3.21], [-2.35, 5.08, 3.86], [-1.66, 3.61, -4.00], [-0.67, 4.98, -3.51], [-1.82, 1.66, -2.14], [1.04, 3.30, 0.38], [-3.68, 4.95, -4.58], [-5.59, 6.30, -3.83], [-5.67, 7.16, -1.51], [-1.91, 5.31, -0.71], [-2.67, 8.39, 4.53], [-1.54, 7.66, 6.61], [-0.92, 5.30, 6.91], [-2.25, 2.70, 5.73], [-0.55, 3.13, 5.96], [1.03, 2.28, 4.10], [-1.88, 1.08, 1.39], [-2.59, 4.37, 3.08], [-0.60, -4.62, 2.38], [-0.79, -3.30, 1.78], [-0.45, -2.96, 0.09], [-0.34, -4.62, -0.61], [0.92, -5.14, -0.86], [1.06, -6.44, -1.32], [-0.06, -7.22, -1.54], [-1.33, -6.70, -1.31], [-1.47, -5.41, -0.83], [-2.07, -2.33, -0.52], [-3.10, -1.98, 0.35], [-4.25, -1.37, -0.12], [-4.39, -1.11, -1.48], [-3.38, -1.48, -2.36], [-2.23, -2.08, -1.88], [-0.48, -1.84, 2.59], [-1.49, -1.91, 4.10], [-2.75, -1.33, 4.08], [-3.58, -1.38, 5.19], [-3.14, -2.02, 6.34], [-1.88, -2.59, 6.39], [-1.06, -2.54, 5.27], [1.23, -1.93, 3.23], [2.20, -2.65, 2.53], [3.54, -2.58, 2.88], [3.93, -1.79, 3.95], [2.97, -1.08, 4.67], [1.64, -1.14, 4.31], [-1.31, -5.33, 1.97], [-0.76, -4.55, 3.45], [0.41, -5.01, 2.21], [1.79, -4.51, -0.74], [2.05, -6.83, -1.53], [0.05, -8.23, -1.92], [-2.20, -7.31, -1.50], [-2.46, -5.00, -0.66], [-3.01, -2.20, 1.41], [-5.04, -1.11, 0.57], [-5.29, -0.64, -1.85], [-3.49, -1.31, -3.42], [-1.45, -2.37, -2.58], [-3.10, -0.82, 3.18], [-4.56, -0.93, 5.15], [-3.79, -2.06, 7.21], [-1.54, -3.08, 7.28], [-0.07, -2.97, 5.32], [1.90, -3.28, 1.70], [4.27, -3.15, 2.33], [4.97, -1.74, 4.24], [3.27, -0.47, 5.51], [0.91, -0.59, 4.88], [0.43, 0.04, -7.59], [0.54, -0.60, -5.99], [0.47, -1.97, -5.78], [0.26, -3.05, -7.11], [0.55, -2.48, -4.48], [0.45, -4.18, -4.18], [0.71, -1.64, -3.39], [0.79, -2.04, -2.15], [0.77, -0.22, -3.61], [0.91, 0.53, -2.55], [0.70, 0.26, -4.90], [0.76, 1.99, -5.13]]
}